136
Properties=species:S:1:pos:R:3 method="wB97M-V/def2-TZVPD" total_energy_ev=-77807.042 orbital_gap_ha=0.3026 e_homo_ha=-0.32812 lumo_ev=-0.7 total_charge=0
C 0.28 -0.48 5.01
C -1.23 -0.83 5.09
C -1.83 -1.12 3.67
C -3.25 -0.51 3.64
C -3.92 -0.52 2.24
C -3.23 0.43 1.21
C -3.44 1.89 1.65
C -2.77 2.96 0.72
C -1.45 2.48 0.06
C -0.33 2.05 1.07
C 0.92 2.97 0.92
C 2.28 2.20 0.85
C 2.35 1.08 1.85
N 2.54 0.18 2.54
C 2.68 1.72 -0.57
C 1.64 0.81 -1.29
N 1.84 -0.60 -0.89
C 2.23 -1.40 -2.09
C 2.15 -2.93 -1.83
C 0.61 -1.20 -0.38
C 0.72 -1.98 0.94
O -0.43 -1.08 -0.98
C 3.39 3.22 1.33
C 3.13 4.61 0.80
N 2.79 5.70 0.67
O 4.72 2.80 0.92
N 5.29 3.84 0.13
O 5.67 3.39 -0.88
H 0.84 -1.29 4.51
H 0.41 0.41 4.36
H 0.73 -0.24 5.98
H -1.79 -0.04 5.61
H -1.32 -1.75 5.69
H -1.89 -2.21 3.58
H -1.22 -0.66 2.88
H -3.23 0.48 4.12
H -3.89 -1.16 4.29
H -4.98 -0.20 2.27
H -3.87 -1.55 1.85
H -3.66 0.30 0.20
H -2.17 0.13 1.17
H -3.11 2.09 2.69
H -4.53 2.08 1.63
H -2.66 3.89 1.30
H -3.47 3.19 -0.10
H -1.71 1.64 -0.62
H -1.12 3.29 -0.61
H -0.74 2.05 2.09
H -0.10 0.99 0.84
H 0.96 3.59 1.83
H 0.85 3.58 0.01
H 3.59 1.11 -0.45
H 2.96 2.55 -1.25
H 0.60 1.15 -1.20
H 1.89 0.87 -2.36
H 3.29 -1.17 -2.30
H 1.58 -1.16 -2.95
H 2.47 -3.22 -0.81
H 2.80 -3.48 -2.53
H 1.12 -3.32 -1.98
H 0.52 -1.36 1.81
H 1.75 -2.35 0.98
H 0.08 -2.88 0.89
H 3.36 3.21 2.43
C 2.49 -3.76 -6.00
C 3.51 -3.00 -5.29
N 4.31 -2.40 -4.72
H 2.47 -3.50 -7.06
H 2.68 -4.83 -5.93
H 1.50 -3.58 -5.59
C 7.68 1.30 -2.51
C 9.01 0.84 -2.89
N 10.06 0.48 -3.19
H 7.57 2.37 -2.68
H 6.90 0.81 -3.09
H 7.48 1.11 -1.46
C 2.09 -5.94 2.52
C 0.68 -5.57 2.43
N -0.42 -5.28 2.36
H 2.28 -6.90 2.04
H 2.73 -5.20 2.03
H 2.41 -6.02 3.55
C -6.33 -3.03 5.64
C -5.13 -2.36 6.10
N -4.17 -1.83 6.46
H -6.65 -2.65 4.67
H -6.15 -4.10 5.52
H -7.15 -2.91 6.34
C 9.94 4.13 -5.21
C 8.55 3.72 -5.23
N 7.45 3.39 -5.24
H 10.27 4.40 -4.21
H 10.59 3.33 -5.57
H 10.11 5.00 -5.85
C 4.63 5.31 -3.74
C 3.23 4.88 -3.75
N 2.14 4.50 -3.75
H 4.95 5.58 -2.74
H 5.29 4.52 -4.10
H 4.78 6.18 -4.38
C -3.28 -3.36 10.14
C -4.41 -4.06 9.55
N -5.29 -4.61 9.07
H -3.33 -2.29 9.95
H -3.25 -3.50 11.22
H -2.33 -3.72 9.74
C -2.03 2.87 -4.77
C -0.68 3.17 -4.29
N 0.39 3.40 -3.92
H -2.08 1.87 -5.20
H -2.76 2.92 -3.96
H -2.35 3.58 -5.54
C -4.89 4.63 -6.87
C -5.45 3.33 -6.51
N -5.90 2.32 -6.22
H -4.35 4.57 -7.82
H -5.67 5.38 -6.99
H -4.20 4.99 -6.12
C -3.36 -5.60 4.17
C -4.81 -5.62 4.05
N -5.96 -5.63 3.96
H -2.98 -4.59 4.08
H -3.04 -6.00 5.13
H -2.89 -6.19 3.38
C -8.47 7.79 -7.60
C -7.11 7.39 -7.91
N -6.03 7.08 -8.16
H -8.61 8.87 -7.74
H -9.19 7.29 -8.25
H -8.73 7.56 -6.57
C 0.31 -10.24 1.87
C 1.35 -9.49 2.57
N 2.17 -8.90 3.11
H 0.27 -9.97 0.82
H 0.49 -11.32 1.93
H -0.67 -10.04 2.30



188
Properties=species:S:1:pos:R:3 method="wB97M-V/def2-TZVPD" total_energy_ev=-269657.018 orbital_gap_ha=0.1827 relative_energy_kcal_mol=60.1 e_homo_ha=-0.19386 lumo_ev=-0.3 total_charge=-1
C 1.56 -25.76 -1.62
C 3.00 -26.09 -1.19
C 3.93 -24.88 -0.74
N 5.34 -25.25 -0.12
C 5.16 -25.55 1.43
C 6.54 -25.64 2.17
C 7.46 -24.52 1.75
C 7.58 -24.10 0.26
C 6.18 -24.00 -0.39
C 6.04 -26.45 -0.86
H 1.13 -25.03 -0.94
H 0.95 -26.65 -1.83
H 1.55 -25.24 -2.58
H 3.34 -26.76 -1.99
H 2.83 -26.70 -0.31
H 3.41 -24.33 0.04
H 4.10 -24.23 -1.60
H 4.53 -24.73 1.79
H 4.59 -26.47 1.55
H 6.32 -25.62 3.24
H 6.98 -26.63 2.06
H 7.27 -23.72 2.46
H 8.45 -24.72 2.15
H 8.08 -23.16 0.02
H 8.21 -24.75 -0.35
H 5.63 -23.14 -0.02
H 6.35 -23.80 -1.45
H 6.99 -26.71 -0.39
H 6.06 -26.22 -1.92
H 5.36 -27.25 -0.57
C 7.89 -14.51 -11.71
C 6.43 -14.27 -11.26
C 6.31 -13.71 -9.89
N 4.81 -13.54 -9.33
C 4.93 -12.80 -7.89
C 3.55 -12.50 -7.33
C 2.61 -11.67 -8.29
C 2.65 -12.25 -9.74
C 4.00 -12.69 -10.36
C 4.12 -14.90 -9.15
H 7.92 -14.45 -12.80
H 8.30 -15.49 -11.46
H 8.57 -13.79 -11.25
H 5.87 -15.20 -11.39
H 6.06 -13.56 -12.00
H 6.76 -12.72 -9.76
H 6.74 -14.43 -9.19
H 5.45 -11.87 -8.13
H 5.54 -13.34 -7.17
H 3.73 -11.92 -6.43
H 3.11 -13.41 -6.92
H 2.87 -10.61 -8.28
H 1.62 -11.71 -7.85
H 2.30 -11.53 -10.49
H 1.95 -13.08 -9.81
H 4.56 -11.76 -10.45
H 3.84 -13.27 -11.26
H 3.11 -14.82 -8.73
H 4.57 -15.51 -8.37
H 4.15 -15.47 -10.08
C 1.78 -24.67 -9.34
C 3.02 -25.46 -9.13
C 4.34 -24.87 -9.68
N 5.69 -25.47 -9.09
C 5.79 -26.98 -9.45
C 5.88 -27.15 -11.01
C 6.98 -26.33 -11.63
C 7.06 -24.89 -11.13
C 6.83 -24.62 -9.63
C 5.76 -25.23 -7.57
H 2.01 -23.69 -8.91
H 0.86 -24.94 -8.83
H 1.46 -24.60 -10.38
H 2.91 -26.51 -9.41
H 3.16 -25.62 -8.07
H 4.47 -23.84 -9.37
H 4.52 -24.84 -10.75
H 4.92 -27.50 -9.03
H 6.61 -27.56 -9.02
H 4.96 -26.86 -11.52
H 6.02 -28.21 -11.23
H 6.88 -26.29 -12.71
H 7.97 -26.74 -11.44
H 6.40 -24.32 -11.79
H 7.92 -24.27 -11.39
H 6.57 -23.58 -9.44
H 7.59 -25.13 -9.04
H 4.94 -25.74 -7.07
H 5.72 -24.18 -7.28
H 6.67 -25.71 -7.21
C 17.49 -25.28 -7.81
C 17.51 -24.01 -8.70
C 16.33 -23.70 -9.52
N 16.42 -22.66 -10.68
C 17.20 -21.34 -10.37
C 16.43 -20.43 -9.36
C 15.06 -20.05 -10.00
C 14.25 -21.28 -10.30
C 14.99 -22.31 -11.19
C 17.23 -23.29 -11.88
H 18.50 -25.62 -7.58
H 17.04 -26.12 -8.33
H 16.95 -25.05 -6.88
H 18.42 -24.03 -9.30
H 17.68 -23.20 -8.00
H 15.60 -23.28 -8.82
H 16.01 -24.66 -9.92
H 18.11 -21.76 -9.95
H 17.42 -20.96 -11.37
H 16.26 -21.07 -8.48
H 17.10 -19.63 -9.05
H 14.62 -19.31 -9.34
H 15.09 -19.54 -10.97
H 14.03 -21.69 -9.31
H 13.28 -21.02 -10.73
H 14.52 -23.29 -11.17
H 15.03 -21.93 -12.21
H 17.25 -22.53 -12.66
H 16.69 -24.22 -12.10
H 18.17 -23.47 -11.37
C 13.65 -24.00 -3.71
F 14.58 -23.71 -4.59
F 14.15 -24.43 -2.51
F 12.87 -22.98 -3.55
S 12.55 -25.43 -4.46
O 12.50 -25.31 -5.92
O 13.37 -26.61 -4.20
O 11.24 -25.34 -3.76
C 8.65 -16.48 2.24
F 9.73 -16.53 1.39
F 7.65 -17.29 1.78
F 8.92 -16.83 3.53
S 7.97 -14.64 2.30
O 8.57 -14.07 3.47
O 8.40 -13.98 1.11
N 6.23 -14.79 2.63
S 5.66 -14.89 1.15
O 6.41 -15.71 0.21
O 4.33 -15.40 1.36
C 5.56 -13.04 0.50
F 5.68 -12.31 1.55
F 6.54 -12.81 -0.41
F 4.31 -12.85 0.01
C 2.68 -21.03 5.70
F 1.78 -21.88 6.12
F 3.09 -20.25 6.70
F 3.65 -21.76 5.23
S 2.05 -19.85 4.32
O 2.47 -18.51 4.70
O 2.54 -20.37 3.03
N 0.24 -19.83 4.51
S -0.13 -21.14 3.72
O 0.80 -22.24 3.57
O -1.43 -21.61 4.17
C -0.45 -20.40 1.91
F -1.42 -21.07 1.24
F -0.88 -19.15 1.89
F 0.69 -20.56 1.22
C 15.69 -13.40 -7.35
F 16.53 -12.74 -6.47
F 16.34 -13.79 -8.46
F 15.18 -14.52 -6.73
S 14.33 -12.12 -7.85
O 15.07 -10.93 -8.20
O 13.47 -12.62 -8.92
N 13.62 -11.81 -6.26
S 12.47 -12.86 -6.14
O 11.20 -12.17 -6.03
O 12.42 -14.05 -7.00
C 12.78 -13.45 -4.27
F 14.01 -13.77 -4.09
F 12.46 -12.44 -3.47
F 11.94 -14.53 -4.02
C 3.30 -20.18 -5.06
F 2.24 -20.11 -4.20
F 3.65 -21.44 -5.43
F 2.97 -19.56 -6.20
S 4.83 -19.24 -4.32
O 4.59 -17.84 -4.55
O 4.78 -19.52 -2.87
N 6.14 -19.82 -5.19
S 7.33 -18.99 -4.59
O 7.18 -17.53 -4.66
O 7.88 -19.48 -3.32
C 8.67 -19.33 -5.85
F 9.77 -18.76 -5.34
F 8.82 -20.65 -5.98
F 8.42 -18.73 -7.02



133
Properties=species:S:1:pos:R:3 method="wB97M-V/def2-TZVPD" total_energy_ev=-131759.683 orbital_gap_ha=0.3074 e_homo_ha=-0.36625 lumo_ev=-1.6 total_charge=0
C 1.48 3.27 -1.88
C 0.82 2.56 -3.06
C 1.30 3.06 -4.43
Br 0.87 1.66 -5.73
C 0.61 4.36 -4.73
C 1.24 5.53 -4.80
C 2.74 5.71 -4.70
F 3.33 5.26 -5.82
F 3.08 6.98 -4.54
F 3.27 5.03 -3.67
C 0.42 6.77 -5.02
O 0.80 7.69 -5.69
C -0.91 6.74 -4.39
C -1.57 5.59 -4.33
C -2.91 5.43 -3.76
C -3.31 4.23 -3.16
C -4.58 4.15 -2.60
N -5.48 5.14 -2.61
C -5.09 6.27 -3.20
C -3.84 6.48 -3.78
C -0.88 4.40 -4.94
O -1.49 3.61 -5.59
H 2.55 3.10 -1.92
H 1.10 2.91 -0.93
H 1.35 4.35 -1.93
H -0.26 2.67 -3.00
H 1.03 1.49 -2.99
H 2.38 3.15 -4.47
H -1.34 7.65 -3.99
H -2.64 3.38 -3.12
H -4.88 3.22 -2.12
H -5.81 7.08 -3.22
H -3.59 7.41 -4.24
C 5.08 1.99 -5.07
C 4.76 1.45 -3.68
C 6.00 1.17 -2.82
C 6.94 0.11 -3.40
C 6.28 -1.25 -3.66
C 5.74 -1.92 -2.40
H 5.66 1.27 -5.65
H 4.16 2.18 -5.62
H 5.64 2.92 -5.01
H 4.16 0.54 -3.77
H 4.14 2.17 -3.15
H 5.68 0.87 -1.82
H 6.56 2.10 -2.69
H 7.77 -0.02 -2.70
H 7.37 0.47 -4.33
H 7.03 -1.91 -4.11
H 5.48 -1.15 -4.39
H 6.53 -2.06 -1.66
H 5.32 -2.89 -2.63
H 4.95 -1.32 -1.94
C 1.21 -2.13 -4.97
C 2.58 -2.79 -5.13
C 3.43 -2.16 -6.23
C 2.84 -2.26 -7.63
C 2.56 -3.68 -8.11
C 3.80 -4.56 -8.20
H 0.60 -2.24 -5.88
H 0.65 -2.58 -4.15
H 1.33 -1.07 -4.77
H 2.46 -3.86 -5.30
H 3.12 -2.70 -4.18
H 4.43 -2.62 -6.21
H 3.59 -1.10 -5.99
H 3.54 -1.79 -8.33
H 1.92 -1.68 -7.69
H 2.09 -3.63 -9.10
H 1.82 -4.16 -7.46
H 4.54 -4.12 -8.87
H 3.55 -5.55 -8.57
H 4.27 -4.69 -7.22
C -0.65 2.95 2.48
C 0.76 2.37 2.42
C 0.79 0.90 2.02
C 0.07 -0.05 2.98
C 0.58 0.00 4.42
C 2.05 -0.42 4.57
H -1.26 2.45 3.23
H -0.63 4.01 2.73
H -1.16 2.85 1.51
H 1.25 2.52 3.38
H 1.34 2.94 1.69
H 1.83 0.58 1.91
H 0.34 0.79 1.03
H 0.17 -1.07 2.61
H -1.00 0.17 2.98
H -0.03 -0.68 5.03
H 0.44 1.00 4.85
H 2.20 -1.43 4.18
H 2.35 -0.41 5.61
H 2.71 0.25 4.02
C -1.43 -4.29 4.54
C -1.89 -3.58 5.81
C -0.80 -3.46 6.87
C -0.27 -4.79 7.41
C -1.34 -5.70 8.02
C -2.04 -5.09 9.23
H -1.13 -5.32 4.73
H -2.23 -4.32 3.80
H -0.58 -3.77 4.09
H -2.77 -4.09 6.22
H -2.22 -2.57 5.54
H -1.18 -2.86 7.70
H 0.04 -2.90 6.45
H 0.49 -4.58 8.16
H 0.24 -5.34 6.61
H -0.86 -6.64 8.32
H -2.08 -5.97 7.26
H -1.32 -4.84 10.01
H -2.76 -5.79 9.65
H -2.58 -4.18 8.96
C -4.86 -0.85 7.68
C -5.70 -2.09 7.37
C -5.93 -2.30 5.88
C -6.71 -1.19 5.17
C -8.09 -0.90 5.75
C -9.04 -2.09 5.67
H -5.36 0.06 7.35
H -4.69 -0.76 8.76
H -3.89 -0.91 7.19
H -6.65 -2.03 7.90
H -5.18 -2.97 7.77
H -6.45 -3.26 5.73
H -4.96 -2.41 5.38
H -6.81 -1.46 4.12
H -6.12 -0.27 5.19
H -8.53 -0.06 5.21
H -8.00 -0.58 6.79
H -9.17 -2.41 4.63
H -10.03 -1.83 6.06
H -8.68 -2.94 6.25